No. 1
74
Properties=species:S:1:pos:R:3:forces:R:3 method="wB97M-V/def2-TZVPD" e_homo_ev="-18.6 / -19.2" s2=6.0416 lumo_energy_ev="-11.800 / -15.134" gap_ev="6.847 / 4.109" total_charge=+4 spin_multiplicity=5
Pd 0.150 -0.771 -0.712 -0.3 -0.1 -0.8
S -1.207 -1.404 -3.170 0.4 -0.1 0.1
P -2.052 -0.799 0.002 -1.6 -0.1 0.6
P 2.494 0.399 0.057 0.9 0.3 0.4
P 0.846 -2.901 -0.059 0.0 -1.0 -0.2
O 1.218 3.612 6.568 -0.1 1.8 0.1
N 1.565 1.538 7.415 -0.7 2.4 -1.6
N 0.256 0.757 2.537 0.3 0.5 0.3
C -2.876 1.614 -5.276 0.6 0.0 1.4
C 0.497 2.635 4.016 0.1 0.0 0.2
C -2.206 0.942 -4.248 -0.5 0.8 -0.5
C 0.202 2.080 2.764 0.2 -0.3 0.5
C -2.479 -1.140 -5.493 -0.3 -0.2 -0.6
C 0.146 3.723 -2.905 -0.4 -0.2 0.8
C 0.872 1.787 5.078 -0.3 0.4 -1.7
C 2.224 -3.007 1.133 0.0 0.1 0.0
C 3.407 -0.503 -1.220 -0.3 -0.5 -0.2
C -2.824 0.788 -0.418 0.0 0.3 -0.1
C 0.618 -0.054 3.542 -0.1 0.7 0.1
C -3.114 -0.448 -6.516 0.3 -0.8 0.5
C 2.338 2.097 -0.513 -0.3 0.3 0.1
C -3.325 0.930 -6.412 0.0 -0.1 -0.2
C -3.184 -2.080 -0.651 0.2 -0.2 -0.3
C 1.380 -3.849 -1.518 0.0 0.1 0.1
C -2.333 -0.941 1.801 0.3 0.1 0.1
C 1.218 2.395 6.407 0.8 -5.0 1.7
C 3.509 0.433 1.553 0.1 0.0 0.3
C -0.249 4.119 -1.683 -0.3 0.3 -0.6
C -0.433 -3.924 0.742 0.0 0.1 0.0
C -1.994 -0.463 -4.336 -0.1 0.7 0.0
C 0.944 0.411 4.818 0.0 0.1 0.1
H 3.278 2.431 -0.976 -0.1 -0.3 0.1
H 3.134 -2.525 0.753 -0.2 -0.3 0.2
H -0.081 2.732 1.929 0.1 -0.3 0.3
H -2.505 1.541 0.312 -0.1 -0.1 -0.2
H 0.447 3.718 4.143 0.0 -0.3 0.0
H -2.002 -1.920 2.170 -0.2 0.2 -0.1
H -3.461 -1.003 -7.383 0.0 0.1 0.1
H -4.117 -1.581 -0.943 0.1 -0.2 0.1
H 2.426 -4.076 1.299 0.1 0.3 0.0
H 1.253 -0.323 5.553 0.0 0.1 0.0
H 1.937 -2.547 2.090 0.1 -0.2 -0.3
H 1.530 2.241 -1.237 0.1 -0.2 0.1
H 1.121 3.256 -3.055 -0.2 0.3 -0.2
H 1.184 -0.165 0.632 0.8 0.5 -0.5
H -2.344 -2.218 -5.536 -0.1 0.1 -0.2
H 0.579 -3.840 -2.271 0.2 -0.1 0.2
H 3.152 1.211 2.239 0.0 -0.1 -0.2
H -3.403 -0.817 2.025 0.3 -0.1 -0.2
H -2.506 1.106 -1.416 -0.2 0.0 0.2
H -3.919 0.699 -0.398 0.3 0.0 0.1
H 3.494 -0.525 2.083 0.0 0.1 -0.2
H 1.721 1.949 8.322 0.2 0.0 0.5
H -3.066 2.684 -5.180 0.1 -0.3 -0.1
H -0.617 -3.563 1.765 0.0 -0.2 -0.3
H -1.755 -0.157 2.300 -0.4 -0.3 -0.1
H -1.371 -3.918 0.171 0.3 -0.1 0.2
H -1.222 4.620 -1.541 0.6 -0.3 -0.1
H -1.845 1.482 -3.370 -0.1 -0.1 -0.4
H 3.571 -1.560 -0.982 -0.1 0.3 0.0
H 1.468 0.533 7.361 -0.1 0.2 -0.2
H 2.287 -3.406 -1.950 -0.2 -0.2 0.0
H -3.836 1.465 -7.213 0.1 -0.1 0.2
H 4.549 0.662 1.279 -0.2 0.0 0.0
H 2.143 2.747 0.346 0.0 -0.1 -0.1
H 1.587 -4.880 -1.197 0.0 0.2 -0.2
H 0.397 4.100 -0.797 -0.2 -0.1 -0.4
H -0.040 -4.950 0.788 -0.2 0.2 0.0
H 0.645 -1.120 3.314 0.0 0.2 0.2
H -3.400 -2.833 0.120 0.0 0.3 -0.2
H 2.862 -0.445 -2.170 0.1 0.0 0.1
H -0.506 3.828 -3.781 0.4 0.0 0.4
H -2.771 -2.571 -1.543 -0.3 0.0 0.4
H 4.393 -0.040 -1.357 -0.2 0.1 0.1

No. 2
22
Properties=species:S:1:pos:R:3:forces:R:3 method="wB97M-V/def2-TZVPD" e_homo_ev=-9.2 lumo_energy_ev=0.944 gap_ev=10.165 total_charge=0 smiles=CC[C@@H](C)NC.O
O 2.218 0.929 -2.323 -0.6 -0.2 -0.3
N -0.102 -0.804 -0.922 -0.4 -1.1 0.2
C -0.631 1.293 0.215 -0.1 -0.6 -0.1
C -1.162 -0.820 1.408 -0.3 -1.1 -0.6
C -0.182 -0.207 0.430 -0.6 2.2 -1.8
C 0.135 2.248 1.125 0.5 0.3 0.0
C 0.272 -2.230 -0.889 0.6 0.5 1.0
H -0.427 3.071 1.566 -0.3 -0.1 -0.3
H -1.094 -1.912 1.458 0.6 0.2 0.8
H 0.557 1.710 1.968 0.0 -0.2 0.3
H 2.552 0.171 -1.839 0.2 0.0 0.1
H 1.327 -2.287 -0.592 0.1 0.0 -0.6
H -2.187 -0.760 1.019 0.1 0.7 -0.2
H 0.999 2.690 0.621 -0.1 0.0 -0.1
H -0.489 1.493 -0.848 0.3 0.3 0.1
H -1.141 -0.288 2.352 0.1 -0.3 0.3
H 1.310 0.631 -2.520 0.4 0.2 0.2
H 0.068 -2.711 -1.838 0.2 -0.1 -0.1
H -0.178 -2.801 -0.069 -0.6 0.0 -0.3
H 0.863 -0.056 0.697 0.0 -0.8 0.8
H -0.999 -0.746 -1.395 -0.1 0.2 0.2
H -1.707 1.384 0.375 0.0 -0.1 0.1

No. 3
45
Properties=species:S:1:pos:R:3:forces:R:3 method="wB97M-V/def2-TZVPD" e_homo_ev=-8.8 lumo_energy_ev=0.547 gap_ev=9.346 total_charge=0 smiles="[H]/N=C(/N)NCCC[C@H](N)C(=O)N[C@@H](CC(C)C)C(=O)O"
O 3.175 -0.662 -2.622 0.1 1.0 -0.2
O -1.035 -1.233 -2.026 -0.7 1.2 -3.8
O 2.783 -2.169 -1.160 0.1 -0.8 1.7
N -0.802 -3.341 0.757 -0.1 -0.8 0.2
N -1.977 3.131 0.046 0.0 -1.5 -1.4
N -1.048 2.487 -2.026 0.2 -0.6 0.0
N -2.265 0.888 -0.798 1.7 0.8 -2.3
N 0.431 -1.074 -0.326 1.2 0.8 0.4
C 3.439 2.049 1.376 -0.3 0.1 0.0
C 2.477 -0.231 1.902 0.5 -0.4 1.9
C -3.617 -0.885 0.177 0.4 -0.1 0.2
C 1.321 -0.229 -1.072 1.9 -0.1 0.4
C -2.464 -1.633 0.904 -0.7 -0.2 0.1
C -1.703 2.161 -0.974 -0.9 0.1 0.9
C -1.573 -2.432 -0.032 0.1 0.4 -0.3
C 2.951 0.695 0.825 0.7 0.2 -1.3
C -0.691 -1.499 -0.935 -0.6 -2.6 3.9
C -3.370 0.600 0.030 -1.2 0.6 0.5
C 2.507 -1.077 -1.536 -0.7 -0.9 -1.8
C 1.916 0.954 -0.298 -1.0 1.1 1.3
H -1.528 3.976 -0.228 0.4 0.6 0.2
H 2.476 -1.315 1.665 -0.2 0.7 -0.2
H -0.100 -3.843 0.248 0.3 -0.2 -0.2
H 2.310 1.751 -0.957 -0.2 -0.6 0.0
H -4.534 -0.953 0.754 -0.1 -0.2 0.2
H -3.854 -1.341 -0.813 0.4 0.2 0.6
H -1.008 1.662 -2.662 -0.1 0.9 0.4
H 1.536 0.099 2.359 -0.2 -0.2 -0.4
H 4.345 1.961 1.984 -0.2 -0.2 0.0
H -2.898 -2.357 1.618 0.1 0.2 -0.4
H 1.046 1.425 0.220 0.4 -0.1 -0.4
H -1.825 -0.993 1.521 -0.2 0.4 -0.1
H 2.705 0.092 -2.989 0.2 0.4 -0.3
H 0.896 -1.603 0.420 -0.8 0.2 -0.6
H -3.164 1.054 1.010 -0.2 -0.3 -0.1
H 3.841 0.225 0.391 0.0 -0.1 -0.2
H -0.414 -2.937 1.586 0.2 0.2 0.4
H -4.307 1.076 -0.327 0.3 -0.1 0.1
H -2.277 -2.983 -0.671 0.6 0.0 -0.2
H 3.685 2.773 0.583 -0.2 -0.3 0.1
H -1.810 2.848 1.000 0.1 0.0 -0.1
H -2.219 0.438 -1.742 -0.4 0.1 1.6
H 0.807 0.135 -1.947 -0.3 0.1 -0.2
H 3.185 -0.166 2.759 -0.2 -0.1 -0.5
H 2.650 2.478 2.005 0.1 0.1 -0.1

No. 4
21
Properties=species:S:1:pos:R:3:forces:R:3 method="wB97M-V/def2-TZVPD" e_homo_ev=-11.6 lumo_energy_ev=-5.435 gap_ev=6.193 total_charge=+1
S 1.989 1.804 0.220 -0.4 -1.7 0.4
N -2.040 0.183 0.319 -0.9 -1.1 -0.3
N -4.251 -0.426 0.291 3.0 -0.3 0.7
C -3.972 0.277 -0.847 -0.7 1.9 -1.1
C -2.613 0.643 -0.833 -3.7 -1.2 1.3
C 1.898 -0.869 0.237 1.6 1.2 1.9
C 3.239 -0.486 -0.394 -0.2 0.1 -1.5
C 1.136 0.382 0.251 -0.4 1.1 0.5
C -3.039 -0.491 0.890 1.3 -1.0 2.1
C 3.565 0.919 0.146 1.5 -0.5 0.4
H 1.986 -1.253 1.318 0.0 0.8 -1.1
H -2.204 1.234 -1.575 1.2 1.1 -1.0
H -4.942 -1.081 0.631 -0.5 0.6 -0.7
H -2.879 -1.159 1.757 -0.2 0.7 -0.5
H -4.827 0.799 -1.301 0.8 -0.7 -0.6
H 4.203 0.928 1.074 -1.3 0.0 -0.3
H 4.171 1.490 -0.518 0.5 0.3 -0.8
H 0.046 0.446 0.338 -0.3 -0.2 0.0
H 3.998 -1.260 -0.243 0.1 0.5 0.2
H 3.095 -0.411 -1.541 0.1 -0.1 1.8
H 1.440 -1.671 -0.218 -1.4 -1.6 -1.3

No. 5
8
Properties=species:S:1:pos:R:3:forces:R:3 method="wB97M-V/def2-TZVPD" e_homo_ev=-2.6 lumo_energy_ev=4.214 gap_ev=6.839 total_charge=-1
S -0.637 0.537 -1.940 0.0 -0.4 -0.3
O 1.291 -1.613 -0.125 4.6 -1.3 2.5
N -0.698 -0.098 -0.311 -0.3 1.9 0.2
N -0.725 0.811 0.517 -0.9 -0.6 0.5
C -1.181 1.612 1.331 -0.7 -1.0 -1.1
H -0.574 2.206 1.958 1.1 0.5 0.5
H 1.938 -1.907 -0.767 0.7 -0.1 0.1
H 0.586 -1.549 -0.663 -4.5 0.9 -2.5

No. 6
14
Properties=species:S:1:pos:R:3:forces:R:3 method="wB97M-V/def2-TZVPD" e_homo_ev=-10.6 lumo_energy_ev=0.628 gap_ev=11.227 total_charge=0 smiles="O=COCCC(=O)O"
O 1.646 0.580 -0.011 0.2 2.7 -0.6
O -2.046 -1.380 0.148 1.3 2.3 -0.2
O 1.662 -1.651 0.260 0.5 2.2 -0.2
O -2.653 0.692 -0.782 0.2 -2.1 0.5
C 0.360 0.565 -0.561 0.3 0.8 -2.9
C -0.654 0.668 0.445 -2.9 -1.3 -0.1
C -1.913 -0.020 -0.138 -0.6 1.6 0.3
C 2.207 -0.542 0.183 0.5 -4.8 0.5
H -1.178 -1.515 0.601 -0.9 -0.8 -0.3
H -0.352 0.204 1.299 0.8 -1.6 2.6
H -0.837 1.670 0.715 -0.6 1.1 0.1
H 0.292 -0.302 -1.238 -0.2 0.3 0.4
H 3.289 -0.463 0.218 0.4 0.2 0.4
H 0.176 1.493 -1.140 1.1 -0.6 -0.3

Molecular weight (g mol⁻¹)
595.02; 105.18; 287.36; 155.25; 91.12; 118.09
ΔE to the lowest compared entry with this formula, charge and spin (kJ/mol)
0.0; 105.7; 83.2; 140.7; 95.6; 165.9